Entry 1:
A cluster of 3 separate species, C16H22FN3O4S in total. Source: the OMol25 dataset; level of theory: wB97M-V/def2-TZVPD.

Positions of all 47 atoms, in Å:
1 C -1.4204 1.1995 -2.5444
2 C -0.0608 1.8431 -2.2842
3 O 0.3761 1.4603 -0.9663
4 C 1.5559 1.9573 -0.5693
5 O 2.1313 2.8405 -1.1392
6 C 2.0271 1.3546 0.7284
7 C 1.4765 -0.0374 1.0803
8 C 0.4071 -0.0456 2.1690
9 N -0.6638 0.9387 1.9018
10 S -1.0593 1.9051 3.1472
11 O -2.1273 1.3387 3.8950
12 O 0.0810 2.4348 3.8148
13 F -1.6563 3.0612 2.2824
14 H -1.6295 0.4547 -1.7767
15 H -2.2254 1.9298 -2.5302
16 H -1.4251 0.6845 -3.5024
17 H 0.6731 1.5117 -3.0164
18 H -0.1364 2.9251 -2.3591
19 H 1.6880 2.0715 1.4851
20 H 3.1113 1.3873 0.7406
21 H 1.0901 -0.5580 0.2068
22 H 2.3049 -0.6449 1.4464
23 H -0.0603 -1.0306 2.1923
24 H 0.8685 0.1080 3.1435
25 H -0.5444 1.4628 1.0428
26 C -4.3845 -2.1403 5.7921
27 C -3.4899 -1.3277 5.1151
28 C -2.3964 -1.9240 4.5069
29 N -2.1510 -3.2324 4.5357
30 C -3.0198 -3.9984 5.1923
31 C -4.1464 -3.5054 5.8330
32 H -5.2530 -1.7170 6.2803
33 H -3.6288 -0.2588 5.0531
34 H -1.6797 -1.3179 3.9666
35 H -2.7988 -5.0602 5.2037
36 H -4.8183 -4.1768 6.3500
37 C 3.9840 -0.6928 -6.4451
38 C 3.7786 0.6657 -6.6209
39 C 2.6110 1.2262 -6.1256
40 N 1.6715 0.5294 -5.4901
41 C 1.8831 -0.7754 -5.3292
42 C 3.0161 -1.4320 -5.7845
43 H 4.8829 -1.1677 -6.8164
44 H 4.5065 1.2816 -7.1304
45 H 2.4154 2.2864 -6.2411
46 H 1.1019 -1.3203 -4.8096
47 H 3.1339 -2.4947 -5.6241

Values from the calculation:
- Energy relative to the best compared isomer or geometry (same formula, charge and spin): 0.00 kJ/mol
- Orbital gap: 10.1 eV
- HOMO: -9.5 eV
- Multiplicity: 1
- SMILES: CCOC(=O)CCCNS(=O)(=O)F.c1ccncc1.c1ccncc1

Formally, the Mulliken partial charges of the atoms, in units of the elementary charge, are as follows:
1 C -1.125
2 C -0.116
3 O -0.239
4 C 0.526
5 O -0.594
6 C -0.728
7 C -0.734
8 C -0.727
9 N -0.121
10 S 1.023
11 O -0.474
12 O -0.565
13 F -0.240
14 H 0.321
15 H 0.310
16 H 0.310
17 H 0.135
18 H 0.353
19 H 0.281
20 H 0.405
21 H 0.400
22 H 0.415
23 H 0.314
24 H 0.491
25 H 0.354
26 C -0.422
27 C -0.310
28 C 0.325
29 N -0.510
30 C -0.256
31 C -0.327
32 H 0.375
33 H 0.470
34 H -0.048
35 H 0.360
36 H 0.357
37 C -0.157
38 C -0.435
39 C -0.176
40 N -0.404
41 C -0.024
42 C -0.549
43 H 0.365
44 H 0.351
45 H 0.348
46 H 0.338
47 H 0.355

---

Entry 2:
An isolated molecule of C4H7NS2 in a non-equilibrium geometry. Source: the OMol25 dataset; level of theory: wB97M-V/def2-TZVPD.

Positions of all 14 atoms, in Å:
1 C -1.3794 -2.2074 0.7599
2 C 1.8955 1.9611 -0.0795
3 C -1.2610 0.0485 -0.6491
4 C -0.1653 -2.0977 0.1519
5 N -2.4397 -2.3061 1.2237
6 S 0.8129 1.2187 1.0924
7 S 0.4327 -0.5699 -0.2199
8 H 2.1318 2.8505 0.5708
9 H 1.4076 2.4201 -0.9343
10 H 2.7237 1.2610 -0.1983
11 H -1.2490 0.7905 -1.3944
12 H -1.7555 0.3924 0.3330
13 H -1.7292 -0.8776 -1.1304
14 H 0.5750 -2.8840 0.4742

Values from the calculation:
- Energy relative to the best compared isomer or geometry (same formula, charge and spin): 271.89 kJ/mol
- Orbital gap: 7.9 eV
- HOMO: -8.3 eV
- Multiplicity: 1

Formally, the Mulliken partial charges of the atoms, in units of the elementary charge, are as follows:
1 C 0.315
2 C -0.793
3 C -1.011
4 C -0.413
5 N -0.453
6 S -0.121
7 S 0.125
8 H 0.278
9 H 0.311
10 H 0.320
11 H 0.399
12 H 0.387
13 H 0.338
14 H 0.317

---

Entry 3:
An isolated molecule of CH3N5O in a non-equilibrium geometry. Source: the OMol25 dataset; level of theory: wB97M-V/def2-TZVPD.

Positions of all 10 atoms, in Å:
1 O -0.0765 0.2748 2.2193
2 N 0.4486 1.0525 1.2424
3 C 0.3642 0.3823 0.1400
4 N 0.7351 1.0383 -1.1423
5 N 0.1414 0.4363 -1.9778
6 N -0.4809 -0.7273 -1.5351
7 N -0.1308 -0.8396 -0.1227
8 H 0.4940 0.5771 2.9840
9 H -0.3275 -1.5056 -2.1146
10 H -1.1676 -0.6888 0.3067

Values from the calculation:
- Energy relative to the best compared isomer or geometry (same formula, charge and spin): 290.65 kJ/mol
- Orbital gap: 9.7 eV
- HOMO: -9.0 eV
- Multiplicity: 1
- SMILES: O/N=c1/nn[nH][nH]1

Formally, the Mulliken partial charges of the atoms, in units of the elementary charge, are as follows:
1 O -0.368
2 N -0.459
3 C 0.563
4 N -0.119
5 N -0.231
6 N -0.109
7 N -0.280
8 H 0.372
9 H 0.247
10 H 0.384

---

- Which of these has the lowest orbital gap?
  C4H7NS2

---

- Number 1 is which compound?
  C16H22FN3O4S

---

What did the first record say?
A cluster of 3 separate species, C16H22FN3O4S in total. Source: the OMol25 dataset; level of theory: wB97M-V/def2-TZVPD.

Positions of all 47 atoms, in Å:
1 C -1.4204 1.1995 -2.5444
2 C -0.0608 1.8431 -2.2842
3 O 0.3761 1.4603 -0.9663
4 C 1.5559 1.9573 -0.5693
5 O 2.1313 2.8405 -1.1392
6 C 2.0271 1.3546 0.7284
7 C 1.4765 -0.0374 1.0803
8 C 0.4071 -0.0456 2.1690
9 N -0.6638 0.9387 1.9018
10 S -1.0593 1.9051 3.1472
11 O -2.1273 1.3387 3.8950
12 O 0.0810 2.4348 3.8148
13 F -1.6563 3.0612 2.2824
14 H -1.6295 0.4547 -1.7767
15 H -2.2254 1.9298 -2.5302
16 H -1.4251 0.6845 -3.5024
17 H 0.6731 1.5117 -3.0164
18 H -0.1364 2.9251 -2.3591
19 H 1.6880 2.0715 1.4851
20 H 3.1113 1.3873 0.7406
21 H 1.0901 -0.5580 0.2068
22 H 2.3049 -0.6449 1.4464
23 H -0.0603 -1.0306 2.1923
24 H 0.8685 0.1080 3.1435
25 H -0.5444 1.4628 1.0428
26 C -4.3845 -2.1403 5.7921
27 C -3.4899 -1.3277 5.1151
28 C -2.3964 -1.9240 4.5069
29 N -2.1510 -3.2324 4.5357
30 C -3.0198 -3.9984 5.1923
31 C -4.1464 -3.5054 5.8330
32 H -5.2530 -1.7170 6.2803
33 H -3.6288 -0.2588 5.0531
34 H -1.6797 -1.3179 3.9666
35 H -2.7988 -5.0602 5.2037
36 H -4.8183 -4.1768 6.3500
37 C 3.9840 -0.6928 -6.4451
38 C 3.7786 0.6657 -6.6209
39 C 2.6110 1.2262 -6.1256
40 N 1.6715 0.5294 -5.4901
41 C 1.8831 -0.7754 -5.3292
42 C 3.0161 -1.4320 -5.7845
43 H 4.8829 -1.1677 -6.8164
44 H 4.5065 1.2816 -7.1304
45 H 2.4154 2.2864 -6.2411
46 H 1.1019 -1.3203 -4.8096
47 H 3.1339 -2.4947 -5.6241

Values from the calculation:
- Energy relative to the best compared isomer or geometry (same formula, charge and spin): 0.00 kJ/mol
- Orbital gap: 10.1 eV
- HOMO: -9.5 eV
- Multiplicity: 1
- SMILES: CCOC(=O)CCCNS(=O)(=O)F.c1ccncc1.c1ccncc1

Formally, the Mulliken partial charges of the atoms, in units of the elementary charge, are as follows:
1 C -1.125
2 C -0.116
3 O -0.239
4 C 0.526
5 O -0.594
6 C -0.728
7 C -0.734
8 C -0.727
9 N -0.121
10 S 1.023
11 O -0.474
12 O -0.565
13 F -0.240
14 H 0.321
15 H 0.310
16 H 0.310
17 H 0.135
18 H 0.353
19 H 0.281
20 H 0.405
21 H 0.400
22 H 0.415
23 H 0.314
24 H 0.491
25 H 0.354
26 C -0.422
27 C -0.310
28 C 0.325
29 N -0.510
30 C -0.256
31 C -0.327
32 H 0.375
33 H 0.470
34 H -0.048
35 H 0.360
36 H 0.357
37 C -0.157
38 C -0.435
39 C -0.176
40 N -0.404
41 C -0.024
42 C -0.549
43 H 0.365
44 H 0.351
45 H 0.348
46 H 0.338
47 H 0.355